ORCA calculation (ωB97M-V/def2-TZVPD) on C32H24Cl4MoN9O2Te as an isolated structure in a non-equilibrium geometry.

## Properties
E_LUMO (alpha / beta) = 2.32 / 2.40 eV
HOMO (alpha / beta) = -3.04 / -4.03 eV
orbital gap (alpha / beta) = 5.36 / 6.42 eV
2S+1 = 3
energy above the lowest of the compared OMol25 structures with the same formula, charge and spin = 22.53 kcal per mole
charge = -1

```
73
C32H24Cl4MoN9O2Te, DFT ωB97M-V/def2-TZVPD
Mo -1.41 -0.38 -0.31
C 2.59 4.79 -0.68
C 1.89 3.58 -0.11
C 2.31 2.30 -0.44
C 1.64 1.20 0.05
C 0.50 1.33 0.86
N -0.22 0.16 1.21
C 0.31 -0.62 2.20
C 1.42 -0.17 2.95
C 2.02 -0.93 3.93
C 1.53 -2.20 4.23
C 2.17 -3.07 5.29
C 0.41 -2.64 3.55
C -0.22 -1.89 2.55
N -1.35 -2.46 1.93
C -1.92 -3.65 2.23
C -3.05 -3.79 1.45
C -3.12 -2.62 0.70
N -2.07 -1.83 0.97
C 0.10 2.62 1.22
C 0.81 3.72 0.74
N -1.00 2.86 2.08
C -1.76 3.98 2.10
C -2.67 3.83 3.12
C -2.37 2.57 3.67
N -1.36 2.00 3.04
H 3.67 4.67 -0.64
H 2.31 4.92 -1.73
H 2.31 5.69 -0.14
H 3.16 2.15 -1.09
H 1.95 0.20 -0.22
H 1.81 0.81 2.74
H 2.87 -0.53 4.47
H 3.16 -2.71 5.54
H 1.57 -3.09 6.20
H 2.26 -4.10 4.94
H 0.04 -3.62 3.81
H -1.52 -4.33 2.95
H -3.74 -4.61 1.45
H -3.86 -2.30 -0.01
H 0.49 4.72 1.03
H -1.65 4.77 1.38
H -3.44 4.52 3.41
H -2.85 2.07 4.49
Cl -0.14 4.39 -5.00
C 0.24 2.80 -4.45
C 1.06 1.97 -5.20
Cl 1.70 2.53 -6.71
C 1.34 0.68 -4.75
Cl 2.31 -0.39 -5.71
C 0.88 0.17 -3.51
O 1.18 -0.99 -3.08
C -0.01 1.04 -2.77
O -0.54 0.59 -1.64
C -0.29 2.32 -3.24
Cl -1.36 3.31 -2.31
N -1.33 -2.35 -3.94
C -2.46 -1.63 -4.27
C -2.92 -1.09 -3.13
N -2.09 -1.41 -2.09
C -1.12 -2.16 -2.61
C 0.02 -2.58 -1.85
N 0.14 -2.28 -0.57
C 1.37 -2.76 -0.19
C 1.97 -3.36 -1.24
N 1.08 -3.29 -2.29
H -0.59 -2.56 -4.58
H -2.83 -1.60 -5.28
H -3.79 -0.47 -2.96
H 1.73 -2.65 0.82
H 2.93 -3.83 -1.33
H 1.39 -3.25 -3.25
Te -3.54 0.94 0.03
```



ORCA calculation (ωB97M-V/def2-TZVPD) on C2H4Cl2 in the gas phase in a non-equilibrium geometry.

## Properties
E_LUMO = 0.95 eV
HOMO = -10.70 eV
orbital gap = 11.65 eV
SMILES = ClCCCl
energy above the lowest of the compared OMol25 structures with the same formula, charge and spin = 6.32 kcal per mole

```
8
C2H4Cl2, DFT ωB97M-V/def2-TZVPD
Cl 0.14 1.95 -0.75
C -0.36 0.26 -0.70
C 0.12 -0.38 0.64
Cl 1.86 -0.63 0.66
H 0.07 -0.25 -1.56
H -1.44 0.20 -0.81
H -0.28 -1.34 0.97
H -0.11 0.19 1.54
```



ORCA calculation (ωB97M-V/def2-TZVPD) on a 2-piece molecular cluster, C5H8O overall in a non-equilibrium geometry.

## Properties
E_LUMO (alpha / beta) = -1.23 / -1.23 eV
HOMO (alpha / beta) = -8.41 / -8.41 eV
orbital gap (alpha / beta) = 7.18 / 7.18 eV
energy above the lowest of the compared OMol25 structures with the same formula, charge and spin = 128.24 kcal per mole

```
14
C5H8O, DFT ωB97M-V/def2-TZVPD
C -1.57 -1.58 -1.99
C -0.89 -0.86 -1.20
C -0.49 1.21 0.04
C 0.80 -0.26 1.32
C 0.88 0.95 0.48
O -2.27 -2.10 -2.80
H -0.57 1.70 -0.86
H 0.08 -1.09 -0.92
H -1.28 1.20 0.68
H 1.84 -0.75 1.47
H 0.29 -1.05 0.74
H 0.39 0.01 2.26
H 1.57 1.03 -0.39
H 1.22 1.61 1.17
```



- Which value of energy above the lowest of the compared OMol25 structures with the same formula, charge and spin does entry 3 give?
  128.24 kcal per mole



- What is the energy above the lowest of the compared OMol25 structures with the same formula, charge and spin in the first record?
  22.53 kcal per mole



Please write out number 1 again, unchanged.
ORCA calculation (ωB97M-V/def2-TZVPD) on C32H24Cl4MoN9O2Te as an isolated structure in a non-equilibrium geometry.

## Properties
E_LUMO (alpha / beta) = 2.32 / 2.40 eV
HOMO (alpha / beta) = -3.04 / -4.03 eV
orbital gap (alpha / beta) = 5.36 / 6.42 eV
2S+1 = 3
energy above the lowest of the compared OMol25 structures with the same formula, charge and spin = 22.53 kcal per mole
charge = -1

```
73
C32H24Cl4MoN9O2Te, DFT ωB97M-V/def2-TZVPD
Mo -1.41 -0.38 -0.31
C 2.59 4.79 -0.68
C 1.89 3.58 -0.11
C 2.31 2.30 -0.44
C 1.64 1.20 0.05
C 0.50 1.33 0.86
N -0.22 0.16 1.21
C 0.31 -0.62 2.20
C 1.42 -0.17 2.95
C 2.02 -0.93 3.93
C 1.53 -2.20 4.23
C 2.17 -3.07 5.29
C 0.41 -2.64 3.55
C -0.22 -1.89 2.55
N -1.35 -2.46 1.93
C -1.92 -3.65 2.23
C -3.05 -3.79 1.45
C -3.12 -2.62 0.70
N -2.07 -1.83 0.97
C 0.10 2.62 1.22
C 0.81 3.72 0.74
N -1.00 2.86 2.08
C -1.76 3.98 2.10
C -2.67 3.83 3.12
C -2.37 2.57 3.67
N -1.36 2.00 3.04
H 3.67 4.67 -0.64
H 2.31 4.92 -1.73
H 2.31 5.69 -0.14
H 3.16 2.15 -1.09
H 1.95 0.20 -0.22
H 1.81 0.81 2.74
H 2.87 -0.53 4.47
H 3.16 -2.71 5.54
H 1.57 -3.09 6.20
H 2.26 -4.10 4.94
H 0.04 -3.62 3.81
H -1.52 -4.33 2.95
H -3.74 -4.61 1.45
H -3.86 -2.30 -0.01
H 0.49 4.72 1.03
H -1.65 4.77 1.38
H -3.44 4.52 3.41
H -2.85 2.07 4.49
Cl -0.14 4.39 -5.00
C 0.24 2.80 -4.45
C 1.06 1.97 -5.20
Cl 1.70 2.53 -6.71
C 1.34 0.68 -4.75
Cl 2.31 -0.39 -5.71
C 0.88 0.17 -3.51
O 1.18 -0.99 -3.08
C -0.01 1.04 -2.77
O -0.54 0.59 -1.64
C -0.29 2.32 -3.24
Cl -1.36 3.31 -2.31
N -1.33 -2.35 -3.94
C -2.46 -1.63 -4.27
C -2.92 -1.09 -3.13
N -2.09 -1.41 -2.09
C -1.12 -2.16 -2.61
C 0.02 -2.58 -1.85
N 0.14 -2.28 -0.57
C 1.37 -2.76 -0.19
C 1.97 -3.36 -1.24
N 1.08 -3.29 -2.29
H -0.59 -2.56 -4.58
H -2.83 -1.60 -5.28
H -3.79 -0.47 -2.96
H 1.73 -2.65 0.82
H 2.93 -3.83 -1.33
H 1.39 -3.25 -3.25
Te -3.54 0.94 0.03
```



- Among the records above, which one has the highest energy above the lowest of the compared OMol25 structures with the same formula, charge and spin?
  C5H8O